{
  "formula": "C12H35BN8O18",
  "method": "the ωB97M-V functional and the def2-TZVPD basis",
  "homo_lumo_gap_ev": 9.8,
  "spin_multiplicity": 1,
  "smiles": "C[N+](=O)[O-].C[N+](=O)[O-].C[N+](=O)[O-].C[N+](=O)[O-].C[N+](=O)[O-].C[N+](=O)[O-].C[N+](=O)[O-].C[N+](=O)[O-].CCOBOCC",
  "lumo_ev": -0.37,
  "elements": ["C", "C", "O", "B", "O", "C", "C", "H", "H", "H", "H", "H", "H", "H", "H", "H", "H", "H", "C", "N", "O", "O", "H", "H", "H", "C", "N", "O", "O", "H", "H", "H", "C", "N", "O", "O", "H", "H", "H", "C", "N", "O", "O", "H", "H", "H", "C", "N", "O", "O", "H", "H", "H", "C", "N", "O", "O", "H", "H", "H", "C", "N", "O", "O", "H", "H", "H", "C", "N", "O", "O", "H", "H", "H"],
  "positions_angstrom": [[7.191, -0.497, 2.334], [6.335, 0.736, 2.148], [5.501, 0.586, 0.993], [4.270, 1.194, 0.937], [3.204, 0.527, 1.429], [1.879, 0.878, 0.968], [0.918, -0.193, 1.420], [7.458, -0.912, 1.361], [8.112, -0.260, 2.866], [6.663, -1.268, 2.896], [6.959, 1.625, 2.013], [5.708, 0.904, 3.028], [4.140, 2.303, 0.483], [1.884, 0.968, -0.116], [1.604, 1.846, 1.389], [-0.103, 0.153, 1.257], [1.064, -0.407, 2.479], [1.047, -1.115, 0.851], [-3.889, 0.374, 1.588], [-2.770, 1.044, 0.863], [-2.277, 0.470, -0.088], [-2.431, 2.136, 1.267], [-4.080, -0.577, 1.107], [-3.574, 0.259, 2.621], [-4.750, 1.035, 1.541], [-4.541, 2.330, -1.982], [-5.692, 1.940, -1.131], [-6.030, 0.775, -1.121], [-6.222, 2.812, -0.468], [-4.167, 1.434, -2.462], [-4.874, 3.063, -2.711], [-3.799, 2.771, -1.321], [3.248, 4.738, -1.887], [1.818, 4.453, -1.578], [0.982, 5.238, -1.968], [1.594, 3.441, -0.948], [3.296, 5.664, -2.446], [3.771, 4.801, -0.938], [3.625, 3.894, -2.457], [4.180, -2.523, 0.718], [5.173, -3.392, 1.397], [5.028, -3.641, 2.576], [6.079, -3.825, 0.708], [3.442, -2.208, 1.445], [4.722, -1.672, 0.318], [3.753, -3.121, -0.082], [-9.363, 1.482, -1.450], [-9.512, 2.167, -2.763], [-10.365, 3.021, -2.872], [-8.743, 1.831, -3.642], [-10.090, 1.900, -0.765], [-9.516, 0.420, -1.617], [-8.347, 1.662, -1.117], [-6.876, 4.488, 2.398], [-6.919, 3.132, 3.014], [-7.836, 2.399, 2.714], [-6.013, 2.846, 3.769], [-7.728, 4.581, 1.736], [-6.904, 5.221, 3.198], [-5.939, 4.554, 1.855], [1.443, -4.254, -3.769], [2.025, -3.510, -2.618], [2.947, -4.024, -2.018], [1.537, -2.432, -2.351], [1.983, -5.186, -3.875], [0.392, -4.411, -3.546], [1.545, -3.618, -4.643], [5.430, -6.882, 0.065], [5.036, -7.820, -1.022], [4.059, -8.519, -0.847], [5.719, -7.817, -2.025], [4.730, -7.000, 0.882], [6.445, -7.133, 0.358], [5.414, -5.880, -0.350]]
}